Arrangement w

{
  "formula": "C4H12N2O",
  "method": "the ωB97M-V functional and the def2-TZVPD basis",
  "e_lumo_ev": -7.43,
  "smiles": "[NH3+]CC[C@H]([NH3+])C=O",
  "charge": 2,
  "orbital_gap_ev": 10.69,
  "homo_ev": -18.12,
  "symbols": ["O", "N", "N", "C", "C", "C", "C", "H", "H", "H", "H", "H", "H", "H", "H", "H", "H", "H", "H"],
  "positions_angstrom": [[2.65, -0.62, 0.04], [0.40, 2.34, 0.01], [-1.69, -2.23, -0.10], [0.65, 0.84, 0.40], [-0.66, -1.18, 0.38], [-0.28, 0.04, -0.46], [2.13, 0.48, -0.15], [0.04, 2.41, -1.00], [0.23, -1.89, 0.56], [-1.48, -2.39, -1.12], [1.20, 2.92, 0.07], [-0.33, 2.70, 0.68], [-1.45, -3.12, 0.28], [-2.69, -2.03, 0.08], [-1.20, 0.62, -0.67], [-1.09, -0.87, 1.35], [0.10, -0.20, -1.50], [2.77, 1.39, -0.38], [0.69, 0.79, 1.53]],
  "mulliken_charge": [-0.35, -0.38, -0.30, 0.17, -0.89, -0.72, -0.11, 0.40, 0.36, 0.39, 0.34, 0.38, 0.37, 0.38, 0.45, 0.34, 0.45, 0.29, 0.43]
}

***

Arrangement x

{
  "formula": "C4H12N2O",
  "method": "the ωB97M-V functional and the def2-TZVPD basis",
  "e_lumo_ev": -7.49,
  "smiles": "[NH3+]CC[C@H]([NH3+])C=O",
  "charge": 2,
  "orbital_gap_ev": 11.17,
  "homo_ev": -18.66,
  "symbols": ["O", "N", "N", "C", "C", "C", "C", "H", "H", "H", "H", "H", "H", "H", "H", "H", "H", "H", "H"],
  "positions_angstrom": [[1.12, -1.95, -0.72], [0.08, 2.35, 1.99], [-1.31, -1.51, -1.07], [0.93, -0.89, -1.20], [0.50, 1.41, 0.86], [-0.56, 0.34, 0.56], [-0.41, -0.24, -0.90], [1.52, 0.87, 1.31], [0.82, 2.17, 0.11], [-1.45, 0.93, 0.57], [-2.36, -1.49, -0.74], [-1.23, -2.00, -1.97], [-0.86, -2.24, -0.48], [-0.41, -0.47, 1.15], [0.89, 2.99, 2.33], [-0.69, 0.49, -1.64], [1.64, -0.34, -1.76], [-0.57, 3.10, 1.76], [-0.44, 1.90, 2.75]],
  "mulliken_charge": [-0.38, -0.38, -0.50, -0.19, -0.69, -0.68, -0.03, 0.34, 0.38, 0.46, 0.38, 0.36, 0.41, 0.46, 0.41, 0.44, 0.49, 0.37, 0.36]
}

***

The least stable of them is arrangement x.

***

Arrangement w

{
  "formula": "C5H14NO2",
  "method": "the ωB97M-V functional and the def2-TZVPD basis",
  "e_lumo_ev": 3.87,
  "charge": -1,
  "orbital_gap_ev": 6.75,
  "homo_ev": -2.88,
  "symbols": ["O", "O", "N", "C", "C", "C", "C", "C", "H", "H", "H", "H", "H", "H", "H", "H", "H", "H", "H", "H", "H", "H"],
  "positions_angstrom": [[1.02, 2.63, 0.69], [1.15, 1.03, 2.51], [-0.63, -1.96, 1.09], [-1.53, -1.71, -0.02], [-1.20, -0.61, -1.12], [0.29, -0.32, -1.29], [0.60, 2.07, -0.41], [0.98, 0.48, -0.20], [-1.48, -1.02, -2.10], [0.81, 1.88, 1.98], [0.38, 0.01, -2.31], [0.48, 0.27, 0.77], [-2.63, -1.13, 0.41], [0.94, -1.34, -1.25], [-1.79, -2.65, -0.44], [2.06, 0.19, -0.15], [1.97, 1.09, 2.29], [-1.79, 0.34, -0.71], [-0.24, -1.08, 1.39], [1.04, 2.40, -1.29], [0.08, -2.69, 0.79], [-0.53, 2.11, -0.63]],
  "mulliken_charge": [-0.90, -0.78, -0.62, -0.66, -0.34, -0.71, -0.42, 0.09, 0.30, 0.41, 0.40, -0.21, 0.21, 0.20, 0.36, 0.23, 0.25, 0.22, 0.25, 0.35, 0.27, 0.10]
}

***

Arrangement x

{
  "formula": "C5H14NO2",
  "method": "the ωB97M-V functional and the def2-TZVPD basis",
  "e_lumo_ev": 3.37,
  "charge": -1,
  "orbital_gap_ev": 6.92,
  "homo_ev": -3.54,
  "symbols": ["O", "O", "N", "C", "C", "C", "C", "C", "H", "H", "H", "H", "H", "H", "H", "H", "H", "H", "H", "H", "H", "H"],
  "positions_angstrom": [[-1.69, 3.86, 1.20], [-1.75, 2.48, -0.82], [1.79, -0.70, -0.10], [-0.09, 0.77, -0.47], [-0.52, -1.72, -0.25], [-1.57, 1.23, -0.28], [0.32, -0.55, 0.17], [2.31, -2.02, 0.20], [-1.02, 3.51, 1.77], [0.50, 1.58, -0.04], [-2.27, 0.54, -0.79], [3.40, -2.05, 0.23], [1.93, -2.30, 1.19], [-1.57, -1.43, -0.39], [0.33, -0.48, 1.26], [-0.44, -2.57, 0.42], [-1.69, 3.29, 0.22], [2.02, -2.87, -0.44], [-1.72, 1.20, 0.82], [0.10, 0.80, -1.55], [1.96, -0.47, -1.08], [-0.34, -2.10, -1.27]],
  "mulliken_charge": [-0.82, -0.82, -0.35, -0.63, -1.34, -0.57, 0.57, -0.90, 0.21, 0.18, 0.19, 0.32, 0.32, 0.40, 0.17, 0.32, 0.44, 0.27, 0.29, 0.19, 0.29, 0.28]
}

***

Arrangement y

{
  "formula": "C5H14NO2",
  "method": "the ωB97M-V functional and the def2-TZVPD basis",
  "e_lumo_ev": 3.76,
  "charge": -1,
  "orbital_gap_ev": 6.96,
  "homo_ev": -3.20,
  "symbols": ["O", "O", "N", "C", "C", "C", "C", "C", "H", "H", "H", "H", "H", "H", "H", "H", "H", "H", "H", "H", "H", "H"],
  "positions_angstrom": [[-1.02, 1.46, 2.09], [-2.54, -0.53, 1.63], [1.63, -0.21, -1.18], [0.45, -1.28, 0.75], [1.10, -1.29, -2.03], [0.87, 0.03, 0.08], [-0.47, 1.97, 0.97], [-0.33, 0.98, -0.28], [0.03, -2.11, 0.16], [-0.32, 1.61, -1.17], [1.18, -1.71, 1.42], [2.03, 0.52, -1.74], [1.30, -2.26, -1.57], [1.63, -1.30, -2.94], [0.55, 2.36, 1.12], [-2.88, -0.25, 0.77], [-0.49, -1.01, 1.25], [-2.04, 0.39, 1.82], [1.56, 0.47, 0.81], [-1.24, 0.42, -0.35], [-1.05, 2.84, 0.57], [0.04, -1.10, -2.18]],
  "mulliken_charge": [-0.83, -0.77, -0.41, -1.49, -0.96, 0.30, -0.68, -0.68, 0.36, 0.48, 0.27, 0.24, 0.24, 0.39, 0.32, 0.26, 0.55, 0.33, 0.39, 0.10, 0.28, 0.31]
}

***

The least stable of them is arrangement w.

***

Arrangement w

{
  "formula": "C2ClN5",
  "method": "the ωB97M-V functional and the def2-TZVPD basis",
  "e_lumo_ev": 0.20,
  "charge": 0,
  "orbital_gap_ev": 10.55,
  "homo_ev": -10.35,
  "symbols": ["Cl", "N", "N", "N", "N", "N", "C", "C"],
  "positions_angstrom": [[2.13, 1.67, 0.06], [-0.44, 2.03, -0.05], [-0.36, -0.43, -0.03], [-1.84, -2.14, 0.37], [-1.21, -1.25, 0.17], [2.34, -1.01, -0.42], [2.11, 0.11, -0.15], [-0.41, 0.89, -0.09]],
  "mulliken_charge": [-0.11, -0.46, -0.24, -0.53, 0.64, -0.41, 0.51, 0.59]
}

***

Arrangement x

{
  "formula": "C2ClN5",
  "method": "the ωB97M-V functional and the def2-TZVPD basis",
  "e_lumo_ev": [-1.18, -1.18],
  "charge": 0,
  "orbital_gap_ev": [8.83, 8.83],
  "homo_ev": [-10.01, -10.01],
  "symbols": ["Cl", "N", "N", "N", "N", "N", "C", "C"],
  "positions_angstrom": [[-1.60, 1.84, 1.00], [0.82, -1.62, 2.33], [0.80, -0.66, -1.05], [-0.61, 1.02, -1.46], [0.34, -0.66, 0.14], [0.37, 0.12, -1.91], [-0.84, 1.22, -0.30], [0.73, -1.26, 1.25]],
  "mulliken_charge": [0.00, -0.40, 0.01, -0.03, -0.14, -0.38, 0.56, 0.38]
}

***

The least stable of them is arrangement x.

***

Arrangement w

{
  "formula": "C2H3BrO2",
  "method": "the ωB97M-V functional and the def2-TZVPD basis",
  "e_lumo_ev": [-2.00, -2.00],
  "charge": 0,
  "orbital_gap_ev": [7.66, 7.65],
  "homo_ev": [-9.66, -9.66],
  "symbols": ["Br", "O", "O", "C", "C", "H", "H", "H"],
  "positions_angstrom": [[2.19, 0.90, 1.50], [0.24, 1.24, -1.19], [0.59, 2.53, -0.67], [-0.36, -0.97, -0.34], [0.22, 0.26, -0.40], [0.01, -1.83, 0.12], [-1.48, -1.02, -0.65], [1.07, 2.13, 0.11]],
  "mulliken_charge": [-0.45, -0.10, -0.10, -0.55, 0.34, 0.31, 0.23, 0.32]
}

***

Arrangement x

{
  "formula": "C2H3BrO2",
  "method": "the ωB97M-V functional and the def2-TZVPD basis",
  "e_lumo_ev": [-0.16, 0.06],
  "charge": 0,
  "orbital_gap_ev": [8.01, 8.54],
  "homo_ev": [-8.17, -8.49],
  "symbols": ["Br", "O", "O", "C", "C", "H", "H", "H"],
  "positions_angstrom": [[-1.39, 0.90, 1.37], [0.64, 1.58, -0.34], [0.42, -2.54, -0.61], [0.35, 0.73, 0.66], [-0.12, -1.49, -0.34], [-1.15, -1.21, -0.94], [1.04, 0.48, 1.37], [0.20, 1.55, -1.17]],
  "mulliken_charge": [-0.11, -0.44, -0.35, -0.22, 0.10, 0.19, 0.46, 0.36]
}

***

The least stable of them is arrangement w.

***

Arrangement w

{
  "formula": "C7H8N2O",
  "method": "the ωB97M-V functional and the def2-TZVPD basis",
  "e_lumo_ev": 0.89,
  "smiles": "CN(N=O)c1ccccc1",
  "charge": 0,
  "orbital_gap_ev": 9.67,
  "homo_ev": -8.78,
  "symbols": ["O", "N", "N", "C", "C", "C", "C", "C", "C", "C", "H", "H", "H", "H", "H", "H", "H", "H"],
  "positions_angstrom": [[3.39, -0.72, -0.70], [1.51, -0.12, -0.01], [2.29, -1.03, -0.68], [-1.99, -1.37, 0.21], [-0.58, -1.31, 0.24], [0.15, -0.13, -0.14], [2.25, 0.92, 0.71], [-2.71, -0.33, -0.24], [-0.61, 0.98, -0.49], [-2.05, 0.89, -0.48], [-2.64, 1.73, -0.85], [3.30, 0.82, 0.65], [-0.13, 1.97, -0.63], [-3.72, -0.32, -0.57], [1.91, 1.86, 0.30], [2.08, 0.72, 1.73], [-0.03, -2.19, 0.52], [-2.42, -2.34, 0.43]],
  "mulliken_charge": [-0.49, 0.33, 0.00, -0.49, -0.31, 0.61, -0.95, -0.45, -0.36, -0.51, 0.33, 0.35, 0.25, 0.39, 0.28, 0.32, 0.38, 0.32]
}

***

Arrangement x

{
  "formula": "C7H8N2O",
  "method": "the ωB97M-V functional and the def2-TZVPD basis",
  "e_lumo_ev": [-0.67, -0.66],
  "smiles": "O=N/N=C/C1=CC=CCC1",
  "charge": 0,
  "orbital_gap_ev": [7.19, 7.19],
  "homo_ev": [-7.86, -7.85],
  "symbols": ["O", "N", "N", "C", "C", "C", "C", "C", "C", "C", "H", "H", "H", "H", "H", "H", "H", "H"],
  "positions_angstrom": [[-1.21, 1.94, 4.40], [-0.59, 0.54, 2.71], [-0.51, 1.49, 3.47], [0.44, -1.34, -0.33], [0.17, 0.26, -2.30], [-0.15, -0.20, 0.51], [-0.58, 0.94, -0.09], [-0.58, 1.03, -1.55], [-0.11, -0.38, 1.91], [0.92, -0.95, -1.77], [0.34, -1.20, 2.60], [-1.02, 1.82, 0.36], [1.21, -1.81, 0.23], [0.29, 0.42, -3.47], [2.06, -0.66, -1.69], [0.92, -1.74, -2.55], [-1.14, 1.80, -2.06], [-0.44, -1.95, -0.37]],
  "mulliken_charge": [-0.47, 0.38, -0.19, -0.93, -0.34, 0.59, -0.19, -0.58, -0.27, -0.56, 0.32, 0.37, 0.39, 0.21, 0.23, 0.34, 0.37, 0.32]
}

***

The least stable of them is arrangement x.

***

Arrangement w

{
  "formula": "C3H4Br2O",
  "method": "the ωB97M-V functional and the def2-TZVPD basis",
  "e_lumo_ev": [-0.44, -0.85],
  "charge": 0,
  "orbital_gap_ev": [7.75, 7.36],
  "homo_ev": [-8.19, -8.21],
  "symbols": ["Br", "Br", "O", "C", "C", "C", "H", "H", "H", "H"],
  "positions_angstrom": [[1.86, 1.74, -2.67], [2.29, 2.13, 0.45], [-0.52, 0.12, 0.57], [1.80, 0.95, -1.01], [-0.20, 0.39, -0.68], [-1.13, -1.08, 1.07], [-0.42, -0.28, -1.56], [-1.69, -1.62, 0.34], [-1.67, -0.68, 2.02], [-0.33, -1.68, 1.46]],
  "mulliken_charge": [-0.04, -0.10, -0.21, -0.06, -0.11, -0.58, 0.30, 0.32, 0.20, 0.29]
}

***

Arrangement x

{
  "formula": "C3H4Br2O",
  "method": "the ωB97M-V functional and the def2-TZVPD basis",
  "e_lumo_ev": 0.49,
  "charge": 0,
  "orbital_gap_ev": 10.13,
  "homo_ev": -9.64,
  "symbols": ["Br", "Br", "O", "C", "C", "C", "H", "H", "H", "H"],
  "positions_angstrom": [[1.95, 1.21, -0.67], [-0.30, -2.24, 0.57], [1.20, 0.12, 1.75], [-0.63, -0.58, -0.14], [-1.17, -0.20, -1.25], [0.59, 0.79, 0.71], [-1.72, -0.93, -1.92], [0.13, 1.77, 0.79], [-1.20, 0.89, -1.58], [1.15, -0.83, 1.74]],
  "mulliken_charge": [-0.14, -0.15, -0.39, 0.16, -0.43, -0.15, 0.23, 0.38, 0.22, 0.28]
}

***

The least stable of them is arrangement w.